# 1
This record from the Open Molecules 2025 dataset describes a structure of composition C34H39BeN5O. The level of theory is wB97M-V/def2-TZVPD.

Values from the calculation:
E_tot, eV: -45780.1700
Multiplicity: 1
Net charge: -2

Structure (XYZ):
```
80
C34H39BeN5O, DFT wB97M-V/def2-TZVPD
Be -0.380 -0.485 -1.460
N -2.995 -1.117 1.524
N -1.280 -2.118 -1.594
C 2.270 0.821 -0.184
C 2.286 -0.541 0.231
C 1.748 -0.601 1.544
C 1.607 -1.809 2.389
H 1.533 -2.722 1.786
H 0.705 -1.736 3.011
H 2.464 -1.921 3.073
C 1.378 0.714 1.930
C 0.806 1.118 3.235
H 1.593 1.450 3.930
H 0.273 0.289 3.714
H 0.101 1.950 3.120
C 1.701 1.589 0.867
C 1.517 3.055 0.887
H 0.528 3.334 1.272
H 1.628 3.485 -0.113
H 2.262 3.540 1.537
C 2.775 -1.682 -0.584
H 3.867 -1.815 -0.486
H 2.589 -1.500 -1.652
H 2.280 -2.628 -0.316
C 2.778 1.354 -1.469
H 1.980 1.716 -2.138
H 3.335 0.583 -2.015
H 3.450 2.212 -1.300
C -2.873 -0.986 2.851
H -3.257 -0.045 3.237
C -2.406 -2.037 3.704
H -2.593 -1.956 4.776
C -1.884 -3.179 3.041
H -1.766 -4.126 3.608
C -1.616 -3.039 1.658
H -0.969 -3.798 1.134
C -2.030 -1.899 0.911
C -1.051 -1.626 -0.242
H -0.064 -1.939 0.179
C -1.828 -1.070 -2.469
C -0.217 -2.723 -2.360
H 0.209 -3.682 -2.045
C -0.146 -2.095 -3.558
H 0.240 -2.433 -4.547
N -1.091 -1.029 -3.592
C -1.169 0.156 -4.400
C 0.029 0.765 -4.784
C -0.005 2.144 -5.038
H 0.946 2.621 -5.283
C -1.182 2.889 -4.923
C -1.215 4.382 -5.182
H -1.099 4.946 -4.242
H -2.173 4.698 -5.620
H -0.409 4.703 -5.854
C -2.341 2.247 -4.463
H -3.240 2.837 -4.256
C -2.360 0.873 -4.192
C -3.521 0.215 -3.548
H -4.179 -0.255 -4.293
H -4.136 0.951 -3.019
H -3.104 -0.610 -2.759
C 1.371 0.113 -4.775
H 1.432 -0.863 -5.273
H 1.793 0.009 -3.757
H 2.042 0.799 -5.315
N -5.114 3.954 0.700
C -4.681 2.659 0.544
O -5.374 1.692 0.780
C -3.294 2.578 -0.009
C -2.579 3.687 -0.523
C -1.343 3.466 -1.112
C -0.859 2.160 -1.192
N -1.565 1.120 -0.752
C -2.734 1.303 -0.123
H -6.025 4.112 1.113
H -4.469 4.729 0.675
H -2.989 4.696 -0.516
H -0.740 4.267 -1.535
H 0.136 1.967 -1.607
H -3.215 0.433 0.328
```


# 2
This record from the Open Molecules 2025 dataset describes a structure of composition C34H39Cl3N6NaO5PS2Si. The level of theory is wB97M-V/def2-TZVPD.

Values from the calculation:
Energy relative to the best compared isomer or geometry (same formula, charge and spin), eV: 0.3723
Multiplicity: 1
Net charge: -2

Structure (XYZ):
```
92
C34H39Cl3N6NaO5PS2Si, DFT wB97M-V/def2-TZVPD
Na 0.753 -0.280 -0.899
O 1.669 -4.299 -1.889
S 1.212 -3.784 -0.614
O 2.141 -3.974 0.488
O 0.690 -2.418 -0.697
C -0.171 -4.869 -0.195
C 0.192 -6.219 -0.256
C -0.719 -7.219 0.006
C -2.030 -6.880 0.319
C -2.391 -5.550 0.376
C -1.475 -4.511 0.150
P -2.117 -2.763 0.134
C -3.126 -2.962 -1.391
C -4.425 -3.456 -1.457
C -5.084 -3.540 -2.674
C -4.449 -3.135 -3.842
C -3.151 -2.654 -3.788
C -2.494 -2.575 -2.569
C -3.388 -2.810 1.463
C -3.218 -3.515 2.657
C -4.093 -3.342 3.721
C -5.156 -2.456 3.616
C -5.328 -1.737 2.441
C -4.451 -1.904 1.380
H 1.210 -6.458 -0.533
H -0.418 -8.259 -0.052
H -2.769 -7.650 0.507
H -3.420 -5.298 0.598
H -4.943 -3.752 -0.552
H -6.103 -3.906 -2.708
H -4.977 -3.174 -4.788
H -2.657 -2.286 -4.678
H -1.489 -2.169 -2.530
H -2.388 -4.203 2.759
H -3.937 -3.900 4.637
H -5.837 -2.319 4.448
H -6.142 -1.027 2.351
H -4.579 -1.313 0.479
N -0.641 -3.383 -6.428
C -0.011 -2.297 -5.785
C 0.471 -2.428 -4.487
C 1.116 -1.370 -3.867
C 1.304 -0.171 -4.539
C 0.819 -0.036 -5.833
C 0.167 -1.087 -6.452
S 2.280 1.181 -3.917
O 1.732 2.382 -4.504
O 3.656 0.872 -4.250
N 2.006 1.049 -2.334
C 2.592 1.909 -1.496
N 2.372 1.662 -0.169
C 2.942 2.480 0.694
C 3.729 3.560 0.330
C 3.893 3.730 -1.039
N 3.356 2.940 -1.942
H -1.017 -4.051 -5.770
H -1.361 -3.089 -7.071
H 0.354 -3.358 -3.941
H 1.418 -1.517 -2.841
H 0.939 0.913 -6.337
H -0.222 -0.966 -7.457
H 2.774 2.259 1.746
H 4.182 4.216 1.059
H 4.497 4.549 -1.426
C 2.364 -0.967 2.131
N 0.925 -0.826 2.259
C 0.354 -2.061 2.755
C 0.585 0.305 3.098
C -0.866 0.758 2.985
N -1.171 1.473 1.762
C -0.611 2.810 1.756
C -2.606 1.544 1.563
H 2.857 -1.069 3.118
H 2.775 -0.099 1.617
H 2.587 -1.857 1.544
H 0.723 -2.299 3.773
H 0.633 -2.880 2.092
H -0.731 -1.998 2.796
H 1.242 1.132 2.830
H 0.795 0.070 4.163
H -1.109 1.383 3.868
H -1.523 -0.114 3.036
H -1.016 3.425 2.586
H -0.849 3.298 0.812
H 0.471 2.781 1.846
H -3.112 2.039 2.417
H -3.018 0.540 1.453
H -2.830 2.106 0.659
Cl -2.127 3.017 -1.926
Si -2.070 0.842 -2.139
Cl -2.380 0.743 -4.286
Cl -4.187 0.482 -1.570
```


# 3
This record from the Open Molecules 2025 dataset describes a structure of composition C34H39ClIrN4O2P2. The level of theory is wB97M-V/def2-TZVPD.

Values from the calculation:
Expectation value of S²: 8.77
Energy relative to the best compared isomer or geometry (same formula, charge and spin), eV: 0.0000
Multiplicity: 6
Net charge: +2

Structure (XYZ):
```
83
C34H39ClIrN4O2P2, DFT wB97M-V/def2-TZVPD
Ir 0.276 -0.030 2.242
C -1.794 1.879 -6.050
C -1.878 0.665 -5.488
C -1.070 -0.547 -5.838
C 0.293 -0.295 -6.521
C 1.250 0.571 -5.746
C 1.335 1.906 -5.764
C 0.526 2.854 -6.606
C -0.837 2.338 -7.117
C 1.870 0.522 3.469
H -2.534 2.639 -5.767
H -2.683 0.479 -4.768
H -1.656 -1.201 -6.506
H -0.905 -1.135 -4.922
H 0.774 -1.279 -6.637
H 0.119 0.077 -7.536
H 1.987 0.007 -5.160
H 2.136 2.391 -5.194
H 1.114 3.160 -7.488
H 0.360 3.778 -6.032
H -1.317 3.185 -7.635
H -0.665 1.577 -7.886
H 1.420 1.305 4.102
H 2.779 0.910 2.987
H 2.091 -0.362 4.098
P 1.804 -0.465 0.762
P -1.084 -0.766 0.659
N 2.839 0.825 0.284
N 2.961 -1.735 1.170
N -1.787 0.521 -0.252
N -2.483 -1.637 1.127
C 1.133 -1.033 -0.812
C -0.203 -1.736 -0.565
C 2.675 2.169 0.638
C 3.585 2.922 -0.085
C 4.322 2.021 -0.928
C 3.843 0.743 -0.685
C 3.864 -1.673 2.241
C 4.582 -2.863 2.293
C 4.118 -3.688 1.217
C 3.131 -2.977 0.551
C -1.999 1.817 0.223
C -2.469 2.594 -0.824
C -2.542 1.759 -1.985
C -2.133 0.492 -1.601
C -3.555 -1.959 0.285
C -4.349 -2.904 0.926
C -3.742 -3.188 2.194
C -2.592 -2.423 2.285
H 1.847 -1.687 -1.322
H 1.034 -0.127 -1.432
H -0.784 -1.825 -1.490
H -0.096 -2.743 -0.124
H 1.928 2.446 1.371
H 3.710 3.991 -0.023
H 5.106 2.275 -1.622
H 4.109 -0.213 -1.115
H 3.881 -0.816 2.894
H 5.361 -3.096 3.003
H 4.479 -4.670 0.950
H 2.523 -3.257 -0.296
H -1.768 2.062 1.251
H -2.746 3.638 -0.768
H -2.850 2.031 -2.986
H -2.033 -0.420 -2.178
H -3.662 -1.487 -0.678
H -5.244 -3.340 0.517
H -4.109 -3.875 2.940
H -1.841 -2.353 3.059
Cl -2.474 1.098 10.236
C -2.038 0.613 8.651
C -1.465 -0.658 8.441
C -1.109 -1.040 7.146
C -1.323 -0.177 6.067
C -1.923 1.066 6.274
C -2.293 1.465 7.561
C -0.874 -0.574 4.682
O -0.450 -1.723 4.444
O -0.978 0.368 3.773
H -1.304 -1.324 9.287
H -0.653 -2.016 6.975
H -2.101 1.728 5.428
H -2.767 2.428 7.726
```


Record order is preserved below.
Strongest force on any atom: 0.086 0.014 0.087 Eh/bohr